Molecular formula: C7H12NS2
Method: DFT, ωB97M-V/def2-TZVPD

Calculated values
SMILES: C[C@]12CCSC1=CS[C@@H]2[NH3+]
E_HOMO: -11.27 eV
LUMO energy: -3.651 eV
Calculated total energy: -30605.1376 eV
Total charge: +1
Frontier orbital gap: 7.62 eV

XYZ file:
```
22
Properties=species:S:1:pos:R:3:forces:R:3:mulliken_charge:R:1
S 1.542944 -2.145685 0.288809 1.13 -0.78 0.03 -0.110
S -2.641998 -0.996608 0.126997 0.77 -1.33 0.16 -0.103
N 2.496547 0.370341 -0.134718 -1.18 1.42 -0.33 -0.306
C 1.451215 -0.633753 -0.596307 -3.31 2.88 0.04 -0.255
C -2.462958 0.645195 -0.556025 -2.84 1.13 0.85 -0.534
C -0.145844 0.051145 -0.057342 2.40 -1.62 2.38 0.697
C -0.906581 -1.291915 0.166429 -0.04 0.13 -0.35 -0.293
C -0.189626 -2.419340 0.335892 -0.99 -0.92 1.15 -0.192
C -1.000597 0.905444 -0.924191 -0.92 0.32 -3.90 -0.860
C 0.100418 0.714662 1.443010 2.59 0.13 -4.01 -1.591
H -2.970856 1.272817 0.255303 1.61 -0.13 -0.83 0.311
H 3.170051 0.598649 -0.859622 0.02 0.07 -0.32 0.375
H -0.466239 -3.499410 0.710441 0.21 2.50 -1.11 0.331
H -3.276078 0.782313 -1.330194 1.52 -0.30 0.06 0.426
H -0.564686 0.313255 2.096150 -2.01 -1.08 1.94 0.452
H 3.016619 -0.081004 0.593900 0.39 0.16 1.12 0.336
H 2.000170 1.284634 0.177865 1.31 -1.93 -0.29 0.328
H -0.027223 1.802375 1.357468 0.23 -0.28 0.25 0.362
H -0.946772 1.996477 -1.145912 0.91 -0.46 1.28 0.328
H 1.131999 0.407407 1.753247 -1.07 0.50 0.27 0.510
H 1.523548 -0.637247 -1.690634 -0.21 -0.36 0.26 0.473
H -0.834056 0.560257 -2.010571 -0.51 -0.07 1.37 0.316
```
Forces are in eV/Å.

=====

Molecular formula: C7H12O
Method: DFT, ωB97M-V/def2-TZVPD

Calculated values
SMILES: C=CC(=C)/C=C/C.O
E_HOMO: -9.18 eV
LUMO energy: 0.832 eV
Calculated total energy: -9497.6344 eV
Frontier orbital gap: 10.01 eV

XYZ file:
```
20
Properties=species:S:1:pos:R:3:forces:R:3:mulliken_charge:R:1
O -1.140933 0.924279 3.113685 -3.55 1.37 -2.46 -0.640
C -2.644873 -0.425222 -0.469113 2.61 2.36 4.61 -1.205
C 1.543774 -0.839684 -1.964943 -0.15 -1.03 -1.37 -0.933
C -0.206084 0.012514 -0.596054 -3.14 -0.44 0.75 -0.121
C 2.099090 -0.139033 0.270575 0.37 -0.17 0.20 -0.048
C 2.226319 0.994415 0.930177 -0.23 1.10 -0.84 -0.931
C -1.179843 -0.893600 -0.428337 -1.05 2.74 -1.32 -0.078
C 1.124670 -0.371553 -0.785417 3.08 -0.49 -2.11 0.007
H -3.232165 -0.977291 0.209411 -0.93 -1.00 0.52 0.369
H 2.925571 1.192311 1.681172 1.18 -0.32 1.09 0.311
H -2.752628 0.668460 -0.032847 0.46 -1.91 -1.09 0.192
H -0.458832 1.147595 2.504014 1.94 -0.08 -0.36 0.304
H 2.747885 -0.990142 0.415870 0.16 -0.04 0.59 0.331
H 0.954385 -1.081045 -2.842980 -1.31 0.57 0.45 0.304
H 1.798399 1.941870 0.596042 -0.74 -0.47 0.03 0.275
H -3.003729 -0.433054 -1.401281 -1.54 -0.17 -3.57 0.379
H -1.875535 1.267790 2.425787 1.65 -1.35 2.79 0.329
H -0.446832 1.068883 -0.609431 -0.04 0.15 0.31 0.376
H -0.972966 -1.907358 -0.644734 0.23 -1.12 0.36 0.437
H 2.494328 -1.160135 -2.371598 1.00 0.29 1.44 0.340
```
Forces are in eV/Å.

=====

Molecular formula: C7H12O
Method: DFT, ωB97M-V/def2-TZVPD

Calculated values
E_HOMO: -8.22 eV
LUMO energy: 0.934 eV
Calculated total energy: -9497.3561 eV
Frontier orbital gap: 9.15 eV

XYZ file:
```
20
Properties=species:S:1:pos:R:3:forces:R:3:mulliken_charge:R:1
O 1.060610 -0.846040 -2.048348 -0.25 0.99 1.33 -0.520
C 0.425084 0.258522 0.460344 3.85 0.17 -5.96 -0.250
C -0.710192 1.222281 0.203675 -0.03 -0.20 0.27 -0.818
C 2.505970 0.930435 -1.379137 -0.24 0.01 -0.26 -1.180
C -0.856492 -0.275020 0.286690 -2.12 -0.62 6.11 0.880
C -1.527202 -1.265720 -0.584508 0.17 -0.13 -0.47 -1.411
C 1.316347 0.003748 -1.225270 -0.14 0.02 1.73 0.621
C -1.147929 -0.616842 2.143160 -0.97 0.21 -3.34 -1.289
H 3.241145 0.690169 -0.606922 -0.08 0.08 0.02 0.302
H -0.757503 1.712385 -0.763197 0.08 -0.11 -0.02 0.261
H -2.236414 -0.591087 2.182184 0.00 -0.28 0.38 0.375
H -1.101632 1.818722 1.021427 0.05 -0.07 -0.08 0.272
H -1.178247 -2.274558 -0.351724 -0.05 0.05 -0.10 0.317
H 2.962395 0.814345 -2.366956 -0.07 -0.07 0.16 0.341
H -1.295257 -1.054400 -1.634094 -0.10 -0.15 0.18 0.341
H -0.744900 0.126749 2.829869 0.24 0.16 -0.48 0.380
H -0.738792 -1.606346 2.339361 -0.09 0.04 -0.08 0.362
H 2.186106 1.967058 -1.253061 0.05 -0.05 0.15 0.295
H 1.208133 0.212602 1.201484 -0.40 -0.10 0.37 0.367
H -2.611229 -1.227000 -0.454977 0.09 0.05 0.09 0.353
```
Forces are in eV/Å.

=====

Molecular formula: C7H12O
Method: DFT, ωB97M-V/def2-TZVPD

Calculated values
SMILES: CC1(C)[C@]2(C)O[C@]12C
E_HOMO: -8.25 eV
LUMO energy: 0.905 eV
Calculated total energy: -9497.1754 eV
Frontier orbital gap: 9.15 eV

XYZ file:
```
20
Properties=species:S:1:pos:R:3:forces:R:3:mulliken_charge:R:1
O -1.138636 0.192408 -1.374666 0.58 -0.98 -0.67 -0.569
C 1.537629 -0.147813 1.073753 2.09 0.35 -3.18 -1.707
C -1.389406 1.883643 0.326671 -0.61 0.57 -4.14 -1.417
C 1.663709 -0.194889 -1.540309 -1.22 2.94 0.90 -1.433
C -0.524044 0.866173 -0.293165 0.71 -0.34 0.75 0.511
C -0.595740 -0.558469 -0.245676 2.71 3.12 -1.68 0.545
C 0.841651 0.110578 -0.257065 -1.23 -0.66 -0.92 1.087
C -1.297036 -1.525199 0.472314 -3.08 -3.22 -0.38 -1.362
H 2.520576 0.482664 -1.709553 -0.02 -0.57 0.56 0.364
H 0.817795 -0.150101 1.758322 -2.71 0.03 3.42 0.518
H -2.257374 -1.178562 0.844086 -0.04 0.46 0.55 0.350
H 2.020550 -1.106801 1.051648 -0.07 -0.85 -0.17 0.354
H 2.362874 0.484652 1.355429 -0.01 0.89 -0.10 0.352
H -2.407864 1.536729 0.118867 0.07 0.12 -0.16 0.364
H 1.892715 -1.197511 -1.328209 0.80 -1.44 -0.87 0.378
H -1.272151 2.860826 -0.199424 -0.06 -0.51 0.77 0.284
H 0.996075 0.053924 -2.370291 0.08 -0.94 -0.09 0.325
H -1.342938 1.919168 1.319391 0.74 0.66 4.16 0.401
H -1.692263 -2.321762 -0.248275 0.95 0.56 0.84 0.314
H -0.736122 -2.009663 1.246150 0.32 -0.19 0.42 0.340
```
Forces are in eV/Å.

=====

Molecular formula: C7H12O2
Method: DFT, ωB97M-V/def2-TZVPD

Calculated values
SMILES: C=C[C@H](O)OCC(=C)C
E_HOMO: -9.48 eV
LUMO energy: 0.880 eV
Calculated total energy: -11546.0350 eV
Frontier orbital gap: 10.36 eV

XYZ file:
```
21
Properties=species:S:1:pos:R:3:forces:R:3:mulliken_charge:R:1
O 0.719425 -1.275452 -0.099212 1.26 0.83 0.11 -0.398
O 1.546040 0.673347 -1.310173 -2.89 0.98 -1.47 -0.550
C 2.091062 0.771326 2.148421 -0.15 0.02 -0.02 -0.817
C -2.053821 -0.515059 0.598836 -0.11 0.06 0.03 -1.434
C 1.339182 0.769285 1.061919 0.01 -0.23 -0.06 0.076
C -0.322119 -1.373063 -1.044757 0.24 0.33 -0.20 -0.735
C -1.340682 -0.318554 -0.696964 0.51 1.22 -0.07 1.134
C -1.368218 0.848829 -1.381961 -1.89 -1.24 -0.31 -1.332
C 1.666876 -0.032163 -0.164924 -1.40 -1.50 0.91 0.078
H 0.421468 1.346034 1.004754 0.03 0.07 0.00 0.216
H 0.510378 0.984180 -1.441247 3.44 -0.93 0.81 0.395
H 2.978444 0.164714 2.216073 0.25 -0.09 -0.05 0.245
H -0.740588 -2.378606 -0.939603 0.11 0.06 -0.08 0.397
H -2.105046 1.598200 -1.129682 0.15 0.29 0.39 0.327
H -1.158156 0.846996 -2.445464 0.82 0.07 -0.06 0.401
H 1.835564 1.355149 3.017858 -0.06 0.08 0.11 0.271
H -2.546970 0.394323 0.938776 0.01 0.03 -0.02 0.382
H 0.059403 -1.222665 -2.064062 -0.18 -0.15 0.08 0.316
H 2.657823 -0.495436 -0.097865 -0.17 0.21 -0.13 0.318
H -1.366886 -0.862353 1.370978 0.01 -0.05 -0.02 0.333
H -2.823180 -1.279032 0.458299 0.02 -0.06 0.06 0.376
```
Forces are in eV/Å.

=====

Molecular formula: C7H12O3
Method: DFT, ωB97M-V/def2-TZVPD

Calculated values
E_HOMO: -7.85 eV
LUMO energy: 0.692 eV
Calculated total energy: -13592.4820 eV
Frontier orbital gap: 8.54 eV

XYZ file:
```
22
Properties=species:S:1:pos:R:3:forces:R:3:mulliken_charge:R:1
O 0.494088 1.282480 1.595558 1.70 1.40 -1.74 -0.597
O -1.596269 -1.508053 -0.336643 -0.88 -2.05 3.37 -0.527
O 1.500943 -1.406222 1.496536 0.70 2.95 -0.94 -0.645
C 0.273875 1.213844 -0.961663 0.07 0.33 1.59 -0.429
C -0.288511 1.108988 0.468662 -1.24 -4.88 -0.88 0.717
C 1.451251 -1.010519 -1.005555 0.49 0.49 0.63 -0.794
C 1.067900 0.330034 -1.593699 -0.99 0.31 0.63 -0.495
C -0.653787 -1.005124 0.504257 1.15 3.73 0.92 -0.431
C 0.723888 -1.554143 0.256116 0.69 1.86 1.60 0.048
C -1.676918 1.696929 0.499980 0.94 -0.29 -0.63 -1.314
H -0.213659 2.093085 -1.389077 0.63 -0.22 -0.82 0.219
H -1.660638 -1.122226 -1.143493 0.10 2.04 -3.80 0.356
H -2.196702 1.616437 1.454950 0.25 0.44 0.00 0.343
H 2.551671 -1.106743 -0.809728 -0.91 0.00 -0.35 0.342
H -2.212069 1.070429 -0.207138 -0.49 0.26 -0.20 0.312
H 0.624129 -2.594489 0.156838 0.02 -1.60 -0.31 0.518
H 0.121421 0.861201 2.340137 -0.96 -0.76 1.17 0.422
H -1.001424 -1.026494 1.562830 0.37 -0.46 -0.79 0.406
H -1.531763 2.693777 0.061228 -0.86 0.21 0.55 0.372
H 1.796720 -0.401017 1.559207 -1.05 -3.00 -0.28 0.429
H 1.166238 -1.630155 -1.827496 0.28 -1.12 -0.51 0.422
H 1.259614 0.397982 -2.681805 0.00 0.37 0.80 0.326
```
Forces are in eV/Å.

=====

Molecular formula: C7H12O3S
Method: DFT, ωB97M-V/def2-TZVPD

Calculated values
E_HOMO (spin up / spin down): -5.50 / -9.41 eV
LUMO energy (spin up / spin down): 0.680 / -2.402 eV
Calculated total energy: -24423.1480 eV
Multiplicity: 3
Frontier orbital gap (spin up / spin down): 6.17 / 7.01 eV

XYZ file:
```
23
Properties=species:S:1:pos:R:3:forces:R:3:mulliken_charge:R:1
S -2.390370 -0.642098 0.413526 0.93 1.21 1.19 0.326
O -2.173549 -2.022555 0.005893 -0.81 -1.70 -0.70 -0.513
O 0.269719 -1.144059 0.454350 1.12 0.44 0.47 -0.257
O 1.746535 0.224382 -0.694527 -0.76 -0.17 1.07 -0.538
C 1.494898 -0.729514 0.000638 2.43 -2.01 -0.39 0.696
C -0.587402 -0.112589 0.577102 -2.73 -0.43 -2.62 0.166
C -1.362214 1.917728 -0.743510 1.12 -2.99 -3.11 -1.583
C -0.783549 -0.240256 -1.926045 -0.67 -0.86 0.57 -1.686
C -0.134125 1.045092 2.355850 2.10 4.76 1.20 -1.281
C -1.169268 0.428486 -0.626748 1.85 -0.52 -1.27 1.128
C 2.639773 -1.754344 0.390336 0.67 2.47 -1.75 -1.037
H -1.343594 0.151995 -2.727215 -0.87 0.70 -1.02 0.507
H 3.593060 -1.172475 -0.014113 -1.85 -1.65 1.03 0.302
H 0.789745 1.717896 2.162575 -1.94 -0.65 -0.32 0.305
H 0.241318 0.323080 2.965634 0.24 -2.54 1.70 0.527
H -0.427399 2.204275 -1.231110 0.10 0.63 0.79 0.315
H -1.064720 -1.305426 -1.867414 0.68 0.25 -0.09 0.356
H -1.087599 1.513908 2.585013 0.23 -0.14 -0.16 0.424
H 0.254310 -0.051234 -2.147301 0.21 -0.30 0.02 0.355
H -2.110341 2.091237 -1.454321 -1.39 0.52 -0.91 0.390
H 2.688745 -1.921082 1.450454 0.02 0.08 0.48 0.319
H -1.604441 2.204391 0.169952 -0.62 2.53 3.92 0.506
H 2.520461 -2.726832 -0.099029 -0.07 0.33 -0.08 0.272
```
Forces are in eV/Å.

=====

Molecular formula: C7H12O4P2
Method: DFT, ωB97M-V/def2-TZVPD

Calculated values
E_HOMO (spin up / spin down): 3.17 / -2.69 eV
LUMO energy (spin up / spin down): 5.563 / 2.580 eV
Calculated total energy: -34217.8365 eV
Total charge: -2
Multiplicity: 3
Frontier orbital gap (spin up / spin down): 2.39 / 5.27 eV

XYZ file:
```
25
Properties=species:S:1:pos:R:3:forces:R:3:mulliken_charge:R:1
P 0.832199 0.513167 -0.655701 2.06 -1.40 0.05 0.635
P 3.239143 0.129716 0.306441 1.45 -0.82 0.11 0.897
O 4.544321 0.778624 -0.032444 -0.16 0.11 0.13 -0.796
O 0.529377 1.080360 -2.048642 -0.32 -0.46 1.58 -0.687
O 3.223419 -0.972914 1.359336 -0.44 1.06 -1.08 -0.747
O 2.459757 -0.259621 -1.083372 -1.12 0.60 0.99 -0.549
C -1.835017 1.864133 -0.335070 0.13 1.75 -5.32 1.799
C -3.109970 2.248072 0.296566 -1.65 -0.27 -0.74 -3.118
C -0.832564 1.207135 0.171824 -0.93 -0.02 2.60 -2.148
C 0.393175 -1.204762 0.005960 0.22 2.05 1.30 -0.531
C -0.371187 -3.516408 -0.217865 0.31 -0.11 0.13 -1.124
C -0.204260 -2.110738 -0.705975 -1.33 0.48 -0.93 0.219
C 1.915500 1.349128 0.665161 -1.23 1.07 -0.16 -0.831
H 2.043540 2.451898 0.396900 0.04 -1.60 0.23 0.431
H -0.225464 -4.131310 -1.110296 0.05 -0.57 0.44 0.267
H 1.482062 1.261616 1.677451 0.10 0.09 -0.52 0.360
H -3.496957 3.359421 0.169485 0.98 -2.15 0.52 0.892
H 0.628320 -1.374432 1.079099 0.44 0.23 -0.89 0.227
H -3.036053 1.773564 1.262764 -0.62 0.77 1.11 1.205
H 0.419824 -3.671017 0.543956 -0.25 -0.26 -0.63 0.331
H -0.593584 -1.699617 -1.665183 0.21 -1.14 0.32 0.315
H -3.915209 1.563702 -0.181491 0.78 1.08 0.33 0.326
H -1.046716 1.040430 1.287454 1.48 -0.50 -1.31 0.079
H -1.307968 -3.802339 0.294256 0.02 0.43 -0.55 0.306
H -1.735676 2.122197 -1.480610 -0.20 -0.41 2.27 0.242
```
Forces are in eV/Å.